<i>
ORCA calculation (ωB97M-V with the def2-TZVPD basis set) on one molecule with the formula C4H10BN.

Geometry as ORCA input:
```
! RIJCOSX wB97M-V def2-TZVPD def2/J DEFGRID3
* xyz 0 1
B 0.110 1.586 0.870
C -0.143 0.178 1.556
C -0.763 -0.716 0.489
C -0.395 -0.380 -0.912
C 0.976 -0.895 -1.380
N 0.072 1.645 -0.455
H 0.469 2.526 1.674
H 0.596 -0.498 1.962
H -0.802 0.211 2.390
H -0.368 -1.762 0.494
H -1.976 -0.862 0.579
H -1.214 -0.066 -1.556
H 0.773 -1.930 -1.736
H 1.456 -0.823 -0.444
H 1.342 -0.394 -2.198
H -0.131 2.179 -1.332
*
```

Output
Gap between HOMO and LUMO   0.3613 Ha
HOMO energy   -9.0 eV
E_LUMO   0.872 eV


<ii>
ORCA calculation (ωB97M-V with the def2-TZVPD basis set) on one molecule with the formula C4H10BN.

Geometry as ORCA input:
```
! RIJCOSX wB97M-V def2-TZVPD def2/J DEFGRID3
* xyz 0 1
H 0.928 2.580 -0.714
B 1.033 1.547 -0.096
C 0.997 0.147 0.047
C 2.450 -0.476 0.168
C -0.288 -0.701 0.380
C -1.535 -0.360 -0.453
N -2.452 0.580 0.089
H 2.446 -1.118 1.019
H 3.180 0.449 0.357
H 2.834 -0.755 -0.814
H -0.585 -0.631 1.385
H 0.005 -1.729 0.207
H -1.014 -0.044 -1.465
H -2.236 -1.264 -0.142
H -2.392 1.523 0.049
H -3.371 0.252 -0.017
*
```

Output
Gap between HOMO and LUMO   0.3129 Ha
HOMO energy   -8.0 eV
E_LUMO   0.475 eV
SMILES string   [H]/B=C(/C)CCN


<iii>
ORCA calculation (ωB97M-V with the def2-TZVPD basis set) on C4H10BN as an isolated structure.

Geometry as ORCA input:
```
! RIJCOSX wB97M-V def2-TZVPD def2/J DEFGRID3
* xyz 0 1
B -1.639 0.989 0.165
C -1.868 -0.549 -0.108
C -0.404 -1.034 0.062
C 0.483 0.125 -0.413
C 1.947 0.216 0.129
N -0.322 1.289 -0.118
H -2.399 1.810 0.582
H -2.549 -1.153 0.421
H -2.124 -0.490 -1.137
H -0.261 -1.069 1.129
H -0.229 -2.044 -0.296
H 0.762 0.043 -1.498
H 2.524 -0.647 -0.395
H 2.008 0.318 1.291
H 2.340 1.190 -0.300
H 0.451 2.125 0.497
*
```

Output
Gap between HOMO and LUMO   0.3801 Ha
HOMO energy   -9.6 eV
E_LUMO   0.748 eV


Energies relative to the minimum, kJ/mol: <i> 147.3; <ii> 342.2; <iii> 0.0


<i>
ORCA calculation (ωB97M-V with the def2-TZVPD basis set) on a 2-piece molecular cluster, H2O5P2 overall.

Geometry as ORCA input:
```
! RIJCOSX wB97M-V def2-TZVPD def2/J DEFGRID3
* xyz -2 1
O 2.345 -0.041 0.037
O -2.119 -1.927 0.167
O 0.287 -1.743 -0.494
O -2.246 1.756 0.403
O 0.185 2.062 -0.032
P -1.053 1.232 -0.368
P -0.824 -1.129 0.279
H 1.819 -0.682 -0.414
H 1.607 0.475 0.422
*
```

Output
Gap between HOMO and LUMO   0.2404 Ha
HOMO energy   0.5 eV
E_LUMO   7.079 eV


<ii>
ORCA calculation (ωB97M-V with the def2-TZVPD basis set) on an isolated ion of composition H2O5P2 and charge -2.

Geometry as ORCA input:
```
! RIJCOSX wB97M-V def2-TZVPD def2/J DEFGRID3
* xyz -2 1
O -0.998 -1.305 -0.946
P -1.121 -0.041 -0.127
O -2.252 -0.052 0.834
O -0.846 1.304 -0.834
P 0.932 0.009 1.106
O 1.424 -1.344 0.198
O 1.495 1.332 0.334
H 0.657 -1.406 -0.290
H 0.709 1.504 -0.274
*
```

Output
Gap between HOMO and LUMO   0.2378 Ha
HOMO energy   0.8 eV
E_LUMO   7.271 eV
SMILES string   O=P([O-])([O-])P(O)O


Energies relative to the minimum, kJ/mol: <i> 40.0; <ii> 0.0


<i>
ORCA calculation (ωB97M-V with the def2-TZVPD basis set) on an isolated ion of composition C5H8N3O and charge +1.

Geometry as ORCA input:
```
! RIJCOSX wB97M-V def2-TZVPD def2/J DEFGRID3
* xyz 1 1
C 0.725 -2.065 0.025
C 0.117 -0.944 -0.342
C -0.710 -0.501 -1.527
N -0.941 0.884 -1.295
C -0.336 1.331 -0.215
N -0.591 2.513 0.480
O -0.718 3.607 -0.047
N 0.120 0.167 0.525
C 0.790 0.101 1.771
H 1.014 -2.162 1.020
H 0.802 -2.913 -0.544
H -0.193 -0.670 -2.613
H -1.774 -0.989 -1.535
H -1.212 1.579 -1.983
H 0.221 -0.607 2.424
H 1.886 -0.304 1.565
H 0.796 0.972 2.290
*
```

Output
Gap between HOMO and LUMO (alpha / beta)   0.2512 / 0.2376 Ha
HOMO energy (alpha / beta)   -13.4 / -13.4 eV
E_LUMO (alpha / beta)   -6.614 / -6.884 eV
SMILES string   C=C1C[NH+]=C(N=O)N1C


<ii>
ORCA calculation (ωB97M-V with the def2-TZVPD basis set) on an isolated ion of composition C5H8N3O and charge +1.

Geometry as ORCA input:
```
! RIJCOSX wB97M-V def2-TZVPD def2/J DEFGRID3
* xyz 1 1
C 0.884 1.626 -0.289
C 0.220 -0.631 0.440
C 0.253 0.930 0.847
C -0.746 1.352 -2.060
C -1.597 -0.673 -1.228
N 0.083 1.840 -1.256
N -0.944 -1.046 -0.099
N 1.271 -1.432 0.534
O -0.859 -0.092 -2.146
H 1.823 2.005 -0.275
H 0.880 1.034 1.763
H -0.703 1.329 0.742
H -1.460 1.802 -2.673
H -2.663 -0.683 -1.299
H -1.307 -1.938 0.235
H 2.070 -1.156 1.058
H 0.965 -2.372 0.130
*
```

Output
Gap between HOMO and LUMO (alpha / beta)   0.2480 / 0.2718 Ha
HOMO energy (alpha / beta)   -11.2 / -11.5 eV
E_LUMO (alpha / beta)   -4.409 / -4.086 eV


<iii>
ORCA calculation (ωB97M-V with the def2-TZVPD basis set) on a 2-piece molecular cluster, C5H8N3O overall.

Geometry as ORCA input:
```
! RIJCOSX wB97M-V def2-TZVPD def2/J DEFGRID3
* xyz 1 1
C 1.022 0.005 1.816
C 1.981 3.241 1.435
C 0.003 0.397 -0.347
C 1.428 -1.734 -0.024
C 0.652 -0.477 0.591
N 0.126 1.692 3.350
N 0.466 0.899 2.649
N 2.285 2.064 1.464
O 1.414 4.205 1.166
H -0.669 -0.101 -0.979
H 0.730 0.656 -1.041
H -0.476 1.279 -0.009
H 0.733 -1.949 -0.811
H 1.819 -2.525 0.575
H 2.311 -1.329 -0.550
H 1.048 -0.928 2.551
H 3.202 1.950 1.789
*
```

Output
Gap between HOMO and LUMO   0.3361 Ha
HOMO energy   -14.8 eV
E_LUMO   -5.687 eV


Energies relative to the minimum, kJ/mol: <i> 75.4; <ii> 88.1; <iii> 0.0


<i>
ORCA calculation (ωB97M-V with the def2-TZVPD basis set) on a 2-piece molecular cluster, H2N2O3S overall.

Geometry as ORCA input:
```
! RIJCOSX wB97M-V def2-TZVPD def2/J DEFGRID3
* xyz 0 1
O -2.620 -0.438 0.097
N -1.491 -0.182 -0.053
O -0.988 0.766 -0.620
O -0.640 -1.119 0.422
H 0.396 -0.730 0.288
N 1.581 0.130 0.179
S 1.401 1.688 0.137
H 2.361 -0.115 -0.449
*
```

Output
Gap between HOMO and LUMO (alpha / beta)   0.2675 / 0.2680 Ha
HOMO energy (alpha / beta)   -9.7 / -9.7 eV
E_LUMO (alpha / beta)   -2.450 / -2.405 eV
SMILES string   O=[N+]([O-])O.N=S


<ii>
ORCA calculation (ωB97M-V with the def2-TZVPD basis set) on a 2-piece molecular cluster, H2N2O3S overall.

Geometry as ORCA input:
```
! RIJCOSX wB97M-V def2-TZVPD def2/J DEFGRID3
* xyz 0 1
O 1.084 -2.432 -0.382
N 0.658 -1.351 -0.219
O 1.166 -0.359 -0.584
O -0.566 -1.212 0.480
H -0.767 -0.296 0.509
N -0.489 1.467 0.240
S -1.494 2.471 -0.308
H 0.409 1.712 0.263
*
```

Output
Gap between HOMO and LUMO (alpha / beta)   0.2728 / 0.2729 Ha
HOMO energy (alpha / beta)   -9.3 / -9.3 eV
E_LUMO (alpha / beta)   -1.891 / -1.891 eV
SMILES string   O=[N+]([O-])O.N=S


Energies relative to the minimum, kJ/mol: <i> 0.0; <ii> 7.7


<i>
ORCA calculation (ωB97M-V with the def2-TZVPD basis set) on C2H9N2S as an isolated structure.

Geometry as ORCA input:
```
! RIJCOSX wB97M-V def2-TZVPD def2/J DEFGRID3
* xyz 1 1
C -1.545 0.562 0.188
C -0.123 0.018 -0.132
N 0.797 0.932 -0.169
N 0.003 -1.185 -0.631
S 2.492 0.528 -0.683
H -1.904 0.972 -0.712
H -1.690 1.330 1.023
H -2.367 -0.183 0.495
H 0.232 -1.183 1.731
H 0.517 1.807 0.106
H 2.432 0.977 -1.835
H -0.712 -1.932 -0.615
H 0.953 -1.393 -0.963
H 0.912 -1.251 2.198
*
```

Output
Gap between HOMO and LUMO   0.4118 Ha
HOMO energy   -15.0 eV
E_LUMO   -3.792 eV


<ii>
ORCA calculation (ωB97M-V with the def2-TZVPD basis set) on a 2-piece molecular cluster, C2H9N2S overall.

Geometry as ORCA input:
```
! RIJCOSX wB97M-V def2-TZVPD def2/J DEFGRID3
* xyz 1 1
C -1.173 -0.309 0.271
C -0.392 0.828 0.673
N -0.572 -1.518 0.797
N 0.965 0.484 -1.500
S 0.921 0.537 1.551
H -1.212 -0.193 -0.811
H -2.160 -0.376 0.833
H -0.700 1.829 0.486
H 0.314 -1.787 0.340
H -1.105 -2.368 0.812
H 0.738 0.245 -2.481
H 1.529 1.318 -1.512
H 1.519 -0.407 -1.160
H 1.329 1.718 1.700
*
```

Output
Gap between HOMO and LUMO   0.3177 Ha
HOMO energy   -14.2 eV
E_LUMO   -5.600 eV


Energies relative to the minimum, kJ/mol: <i> 0.0; <ii> 36.6


<i>
ORCA calculation (ωB97M-V with the def2-TZVPD basis set) on a 2-piece molecular cluster, C4H11PS overall.

Geometry as ORCA input:
```
! RIJCOSX wB97M-V def2-TZVPD def2/J DEFGRID3
* xyz 0 1
C 0.425 1.569 0.068
C 0.598 -0.569 1.262
C 0.735 -0.632 -1.258
C 0.171 0.082 -0.092
P -1.600 -0.345 -0.135
S -2.569 1.080 -0.998
H 0.474 2.024 -0.891
H -0.371 2.209 0.580
H 1.309 1.872 0.737
H 1.750 -0.504 1.333
H 0.309 -1.620 1.309
H 0.069 -0.026 2.100
H 0.767 -1.749 -1.074
H 0.053 -0.550 -2.168
H 1.784 -0.369 -1.543
H -1.864 -0.247 1.352
H -2.039 -2.223 -0.582
*
```

Output
Gap between HOMO and LUMO   0.3018 Ha
HOMO energy   -8.7 eV
E_LUMO   -0.480 eV


<ii>
ORCA calculation (ωB97M-V with the def2-TZVPD basis set) on a 2-piece molecular cluster, C4H11PS overall.

Geometry as ORCA input:
```
! RIJCOSX wB97M-V def2-TZVPD def2/J DEFGRID3
* xyz 0 1
C 0.344 1.166 -3.378
C -1.193 -1.054 -0.315
C -0.095 1.527 0.471
C 1.186 -0.849 1.316
P 0.384 -0.132 -0.252
S 0.132 -1.602 2.604
H 0.909 1.870 -4.043
H -0.546 1.494 -2.773
H -1.899 -0.420 -0.900
H -1.242 -2.090 -0.738
H -1.613 -1.242 0.740
H -0.919 2.118 -0.024
H -0.605 1.412 1.352
H 0.831 2.091 0.402
H 1.781 -0.051 1.880
H 1.692 -1.669 0.849
H 0.854 -2.569 2.810
*
```

Output
Gap between HOMO and LUMO (alpha / beta)   0.2865 / 0.2955 Ha
HOMO energy (alpha / beta)   -8.3 / -8.5 eV
E_LUMO (alpha / beta)   -0.485 / -0.483 eV


Energies relative to the minimum, kJ/mol: <i> 0.0; <ii> 357.8